# 1
12
Properties=species:S:1:pos:R:3:nbo_charge:R:1 method="wB97M-V/def2-TZVPD" gap_ev="6.230 / 6.831" spin_multiplicity=2 charge=0 homo_energy_ev="-8.213 / -8.989"
Sc -1.04 -2.13 1.24 1.59
N 0.41 0.45 1.28 -1.27
S 1.08 -0.23 0.10 2.15
O 2.55 -0.27 0.04 -0.92
O 0.42 -1.55 -0.27 -1.10
C 0.69 0.74 -1.46 0.71
F 1.33 1.91 -1.44 -0.31
F -0.62 1.00 -1.54 -0.33
F 1.05 0.08 -2.56 -0.32
O -2.12 -0.38 1.38 -1.19
H -2.82 -0.23 2.01 0.48
H -0.94 0.62 1.22 0.49



# 2
9
Properties=species:S:1:pos:R:3:nbo_charge:R:1 method="wB97M-V/def2-TZVPD" gap_ev="7.469 / 7.469" de_lowest_kcal_mol=37.9 charge=0 homo_energy_ev="-9.509 / -9.508"
C -1.80 -0.24 -0.16 -1.03
N 0.96 -0.59 0.06 -1.36
F 2.87 -2.01 0.19 -0.57
F 0.02 1.36 -1.35 -0.54
F 0.29 2.07 1.16 -0.67
P 2.50 -0.44 0.01 1.57
P -0.27 0.44 -0.08 2.10
H -2.61 0.42 -0.40 0.26
H -1.97 -1.00 0.57 0.25



# 3
8
Properties=species:S:1:pos:R:3:nbo_charge:R:1 method="wB97M-V/def2-TZVPD" gap_ev=8.914 de_lowest_kcal_mol=159.5 charge=0 homo_energy_ev=-10.133 smiles="C=S(F)(F)=NF"
C 1.42 -0.23 0.16 -0.90
S -0.19 0.16 0.13 1.94
F -0.70 1.15 1.30 -0.44
F -0.84 1.48 -1.05 -0.54
N -0.98 -1.12 0.12 -0.45
F -2.34 -1.13 -0.06 -0.18
H 2.14 0.71 0.15 0.29
H 1.49 -1.01 -0.75 0.29



# 4
8
Properties=species:S:1:pos:R:3:nbo_charge:R:1 method="wB97M-V/def2-TZVPD" gap_ev="8.524 / 8.738" de_lowest_kcal_mol=83.9 charge=0 homo_energy_ev="-8.880 / -9.399"
C -2.34 0.24 1.19 0.99
N 0.36 -0.09 0.80 -0.83
F -2.60 -0.10 -0.06 -0.32
F -2.82 -0.65 2.01 -0.31
F -2.75 1.57 1.43 -0.35
S 0.45 -0.65 -0.75 0.35
H 0.28 -0.79 1.64 0.37
H -0.04 0.41 -1.28 0.09



# 5
6
Properties=species:S:1:pos:R:3:nbo_charge:R:1 method="wB97M-V/def2-TZVPD" gap_ev="8.007 / 9.605" de_lowest_kcal_mol=97.5 charge=0 homo_energy_ev="-8.505 / -10.041"
C -0.22 0.40 -0.06 0.46
O 0.30 -0.08 1.07 -0.71
F -0.06 1.72 -0.20 -0.35
I -2.22 -0.14 -0.43 0.11
H 0.94 -1.78 -1.38 -0.01
H 1.25 -0.12 0.99 0.50



# 6
6
Properties=species:S:1:pos:R:3:nbo_charge:R:1 method="wB97M-V/def2-TZVPD" gap_ev="8.854 / 7.766" de_lowest_kcal_mol=94.5 charge=0 homo_energy_ev="-9.787 / -8.533"
C -0.82 -0.86 -0.52 0.01
F -0.74 -1.92 -1.30 -0.36
S -0.34 0.60 -1.54 0.03
I -2.52 -0.69 0.75 0.17
H 0.69 -1.40 0.99 0.01
H -0.37 1.36 -0.48 0.13



# 7
7
Properties=species:S:1:pos:R:3:nbo_charge:R:1 method="wB97M-V/def2-TZVPD" gap_ev="5.268 / 7.128" spin_multiplicity=2 de_lowest_kcal_mol=31.7 charge=0 homo_energy_ev="-6.365 / -8.242"
C 0.39 -0.69 -0.21 -0.16
O -0.82 0.16 -0.23 -1.07
K -2.28 -1.24 1.11 0.98
Li -0.43 1.91 0.15 0.95
F 1.31 1.95 0.39 -0.97
H 1.32 -0.35 -0.68 0.16
H 0.52 -1.73 -0.54 0.10



# 8
6
Properties=species:S:1:pos:R:3:nbo_charge:R:1 method="wB97M-V/def2-TZVPD" gap_ev=11.831 de_lowest_kcal_mol=14.9 charge=0 homo_energy_ev=-11.139 smiles="N=C=O.F"
N -2.03 -0.32 -0.18 -0.77
C -0.93 0.08 0.07 0.86
O 0.01 0.73 0.26 -0.51
H -2.41 -1.14 -0.47 0.41
F 2.63 0.02 -0.16 -0.55
H 2.74 0.63 0.48 0.55



# 9
7
Properties=species:S:1:pos:R:3:nbo_charge:R:1 method="wB97M-V/def2-TZVPD" gap_ev="9.551 / 9.512" de_lowest_kcal_mol=162.3 charge=0 homo_energy_ev="-10.425 / -10.326"
C -0.87 -0.31 -0.73 -0.23
N -0.73 -0.48 0.51 0.07
O 0.05 -0.22 1.40 -0.08
O 1.63 0.42 1.28 -0.04
F 1.70 1.20 0.15 -0.17
H 0.02 0.07 -1.34 0.22
H -1.79 -0.69 -1.27 0.22



# 10
7
Properties=species:S:1:pos:R:3:nbo_charge:R:1 method="wB97M-V/def2-TZVPD" gap_ev="6.981 / 6.253" de_lowest_kcal_mol=28.9 charge=-1 homo_energy_ev="-2.891 / -2.142"
C 1.17 0.07 0.22 -0.30
O -2.14 -0.69 1.00 -0.98
O -1.93 -0.16 -1.34 -0.97
F 1.27 1.36 -0.30 -0.43
S -1.59 0.29 0.00 1.47
H 1.33 -0.79 -0.64 0.10
H 1.89 -0.08 1.05 0.11



# 11
6
Properties=species:S:1:pos:R:3:nbo_charge:R:1 method="wB97M-V/def2-TZVPD" gap_ev=7.691 de_lowest_kcal_mol=56.5 charge=0 homo_energy_ev=-9.790
C 0.29 0.39 -0.53 -0.65
F -0.19 -1.37 1.72 -0.62
P -0.96 0.36 0.81 0.87
S 0.69 1.76 -1.30 0.19
H 0.56 -0.55 -0.87 0.21
H -2.12 -0.56 0.41 0.00



# 12
7
Properties=species:S:1:pos:R:3:nbo_charge:R:1 method="wB97M-V/def2-TZVPD" gap_ev=8.660 de_lowest_kcal_mol=70.2 charge=0 homo_energy_ev=-8.892
C -0.86 0.59 0.87 0.25
N -1.64 0.88 0.01 -0.68
O 1.12 0.36 -0.85 -1.07
S 0.06 0.55 2.13 -0.04
I 1.94 -1.10 -0.18 1.07
H 1.07 -2.14 -0.91 0.01
H -1.69 0.86 -1.08 0.46



# 13
8
Properties=species:S:1:pos:R:3:nbo_charge:R:1 method="wB97M-V/def2-TZVPD" gap_ev=4.665 de_lowest_kcal_mol=0.0 charge=-2 homo_energy_ev=0.424 smiles="O=P([O-])([O-])CI"
O 0.41 1.94 -0.86 -1.25
P 0.83 0.81 0.06 2.40
O 0.85 1.16 1.50 -1.25
O 1.95 -0.12 -0.42 -1.24
C -0.64 -0.63 -0.21 -0.86
I -2.35 -0.81 1.09 -0.15
H -0.86 -0.65 -1.18 0.16
H -0.19 -1.69 0.01 0.19



# 14
8
Properties=species:S:1:pos:R:3:nbo_charge:R:1 method="wB97M-V/def2-TZVPD" gap_ev="4.020 / 8.016" spin_multiplicity=3 de_lowest_kcal_mol=0.0 charge=-2 homo_energy_ev="1.799 / -2.139"
C 0.89 -0.96 -0.39 -0.60
O -3.95 0.55 -1.50 -1.14
O -5.20 -1.08 0.01 -1.15
O -3.83 0.80 1.04 -1.14
P -4.33 0.08 -0.15 2.43
I 2.93 0.16 -0.02 -0.69
H 0.17 -0.10 -0.49 0.15
H 1.04 -1.31 0.64 0.13



# 15
8
Properties=species:S:1:pos:R:3:nbo_charge:R:1 method="wB97M-V/def2-TZVPD" gap_ev="6.045 / 7.826" de_lowest_kcal_mol=79.4 charge=-1 homo_energy_ev="-3.288 / -5.091"
C 1.63 0.51 -1.13 -0.39
O -2.41 0.84 0.30 -0.99
O -2.51 -1.33 1.55 -0.99
O -0.31 -0.33 0.82 -1.02
S -1.74 -0.10 1.16 2.01
I 2.99 -0.83 -0.22 0.06
H 1.16 0.15 -1.99 0.16
H 1.20 1.08 -0.49 0.16



# 16
6
Properties=species:S:1:pos:R:3:nbo_charge:R:1 method="wB97M-V/def2-TZVPD" gap_ev=8.659 de_lowest_kcal_mol=5.4 charge=0 homo_energy_ev=-9.579
C 0.45 -0.38 -0.63 -0.87
O -0.11 -1.75 1.70 -0.99
P 0.72 -1.83 0.50 1.31
I 2.37 0.72 -0.19 0.09
H -0.25 0.29 -0.27 0.23
H 0.20 -0.79 -1.54 0.23



# 17
6
Properties=species:S:1:pos:R:3:nbo_charge:R:1 method="wB97M-V/def2-TZVPD" gap_ev=8.341 de_lowest_kcal_mol=72.0 charge=0 homo_energy_ev=-9.253 smiles=C#P.OI
C 1.22 -0.65 0.07 -0.71
P 0.95 -2.17 0.02 0.51
H 1.44 0.30 0.48 0.20
O -0.64 0.58 -0.32 -0.88
I -2.62 0.44 -0.07 0.41
H -0.34 1.49 -0.17 0.48



# 18
6
Properties=species:S:1:pos:R:3:nbo_charge:R:1 method="wB97M-V/def2-TZVPD" gap_ev="8.254 / 6.857" spin_multiplicity=3 de_lowest_kcal_mol=29.0 charge=+1 homo_energy_ev="-13.195 / -14.492"
H -0.15 2.35 -1.33 -0.12
O 1.32 1.24 1.02 -0.80
C 0.34 0.87 1.76 -0.02
Li 1.81 0.09 2.24 0.94
Pt 1.43 2.28 -0.54 0.86
H -0.59 1.43 1.51 0.14



# 19
6
Properties=species:S:1:pos:R:3:nbo_charge:R:1 method="wB97M-V/def2-TZVPD" gap_ev="9.926 / 9.927" de_lowest_kcal_mol=170.8 charge=0 homo_energy_ev="-10.049 / -10.050"
C -0.52 0.29 0.22 -0.01
N 0.62 1.13 -0.03 -0.19
N 0.79 -0.10 0.02 0.33
O 1.54 -1.01 -0.13 -0.34
H -1.08 0.18 1.13 0.20
H -1.35 -0.50 -1.22 0.00



# 20
7
Properties=species:S:1:pos:R:3:nbo_charge:R:1 method="wB97M-V/def2-TZVPD" gap_ev=10.836 de_lowest_kcal_mol=103.6 charge=0 homo_energy_ev=-10.445 smiles="O=C/N=N/O"
O 2.22 0.58 0.48 -0.51
C 1.70 -0.19 -0.29 0.46
N 0.37 0.10 -0.42 -0.29
N -0.55 -0.16 0.32 0.20
O -1.58 0.73 0.28 -0.51
H 2.45 -0.84 -0.75 0.18
H -1.32 1.57 -0.26 0.46



# 21
7
Properties=species:S:1:pos:R:3:nbo_charge:R:1 method="wB97M-V/def2-TZVPD" gap_ev="9.030 / 7.911" spin_multiplicity=3 de_lowest_kcal_mol=138.0 charge=0 homo_energy_ev="-8.915 / -9.139"
C -0.12 0.17 -0.13 -0.19
N -0.27 1.37 0.27 -0.09
N -0.11 2.49 0.65 0.36
O -0.68 3.54 0.64 -0.36
O 1.39 1.97 2.25 -0.16
H -0.72 -0.56 0.35 0.22
H 0.40 0.17 -1.13 0.22



# 22
8
Properties=species:S:1:pos:R:3:nbo_charge:R:1 method="wB97M-V/def2-TZVPD" gap_ev=10.790 de_lowest_kcal_mol=141.4 charge=0 homo_energy_ev=-10.296 smiles="[O-][N+]1=NO1.C=O"
O -1.99 -0.33 0.96 -0.25
N -1.76 0.29 0.01 0.55
N -1.23 0.57 -1.02 0.05
O -2.16 1.61 -0.55 -0.34
C 1.74 -0.52 0.13 0.30
O 0.65 -0.87 0.51 -0.51
H 2.04 0.52 -0.04 0.12
H 2.72 -1.27 0.00 0.09



# 23
8
Properties=species:S:1:pos:R:3:nbo_charge:R:1 method="wB97M-V/def2-TZVPD" gap_ev=10.469 de_lowest_kcal_mol=103.9 charge=0 homo_energy_ev=-10.700 smiles="O=[NH+][O-].C#[N+][O-]"
O 2.05 0.47 0.89 -0.36
N 1.74 -0.51 0.22 0.37
O 2.13 -0.70 -0.92 -0.37
H 1.19 -1.25 0.56 0.35
C -1.32 0.42 -0.53 -0.05
N -1.44 -0.69 -0.23 0.19
O -1.32 -1.74 0.33 -0.41
H -1.00 1.28 -1.19 0.28



# 24
8
Properties=species:S:1:pos:R:3:nbo_charge:R:1 method="wB97M-V/def2-TZVPD" gap_ev="8.407 / 8.411" de_lowest_kcal_mol=74.6 charge=0 homo_energy_ev="-10.234 / -10.235"
C 1.64 -0.65 0.07 0.76
N 0.87 -0.01 -0.55 -0.61
N -0.48 1.50 0.86 0.33
O 2.40 -1.33 0.66 -0.52
O -1.91 -0.19 -0.62 -0.94
O 0.40 1.47 0.15 0.03
H -1.01 -0.17 -0.86 0.48
H -1.91 -0.63 0.30 0.47



# 25
9
Properties=species:S:1:pos:R:3:nbo_charge:R:1 method="wB97M-V/def2-TZVPD" gap_ev="7.757 / 7.787" spin_multiplicity=3 de_lowest_kcal_mol=31.1 charge=0 homo_energy_ev="-7.254 / -10.973"
C 1.19 0.64 0.54 0.89
N 0.54 1.67 0.55 -0.88
N -0.29 -0.62 -0.40 -0.40
O -1.49 -0.05 -0.17 -0.40
O 1.99 -0.20 0.56 -0.51
O -1.30 -2.79 -1.15 -0.73
S -0.13 -1.99 -0.99 1.09
H -1.34 0.77 0.23 0.51
H 0.84 2.58 0.83 0.43



# 26
9
Properties=species:S:1:pos:R:3:nbo_charge:R:1 method="wB97M-V/def2-TZVPD" gap_ev=10.624 de_lowest_kcal_mol=24.5 charge=0 homo_energy_ev=-11.757 smiles="N#C[Si@@H](O)[N+](=O)[O-]"
N -1.11 -2.87 -0.12 -0.21
C -0.51 -1.89 -0.07 -0.19
Si 0.27 -0.25 0.43 1.60
O 1.69 -0.05 -0.64 -1.08
N -0.78 1.10 0.00 0.18
O -0.85 1.33 -1.21 -0.38
O -1.29 1.74 0.88 -0.34
H 0.76 0.13 1.90 -0.11
H 1.81 0.74 -1.17 0.52



# 27
10
Properties=species:S:1:pos:R:3:nbo_charge:R:1 method="wB97M-V/def2-TZVPD" gap_ev=8.918 de_lowest_kcal_mol=8.7 charge=-1 homo_energy_ev=-5.157
C -0.28 2.78 0.50 0.51
N 0.06 0.08 0.38 -1.22
N 0.40 -3.00 -1.29 0.29
O -0.84 3.52 1.25 -0.62
O 0.78 2.81 -0.26 -0.70
O 0.25 -4.21 -1.19 -0.46
O 0.10 -2.33 -0.19 -0.62
P -0.46 1.30 -0.53 0.99
H -0.02 -1.06 -0.04 0.46
H 0.02 0.11 1.37 0.38



# 28
7
Properties=species:S:1:pos:R:3:nbo_charge:R:1 method="wB97M-V/def2-TZVPD" gap_ev=9.336 de_lowest_kcal_mol=8.6 charge=0 homo_energy_ev=-10.084
C 0.27 -1.37 0.38 0.53
N -0.59 -0.34 0.59 -0.86
N 0.00 1.60 -0.79 -1.00
O 0.17 -2.38 -0.21 -0.52
S -0.88 1.09 0.33 1.35
H 1.24 -1.22 0.77 0.11
H -0.21 2.61 -1.07 0.39



# 29
7
Properties=species:S:1:pos:R:3:nbo_charge:R:1 method="wB97M-V/def2-TZVPD" gap_ev="8.154 / 9.300" de_lowest_kcal_mol=114.4 charge=0 homo_energy_ev="-11.205 / -10.654"
C 1.21 -0.96 0.10 -0.03
N 1.72 -1.98 0.08 -0.27
N -0.67 0.92 -1.10 -0.94
O 0.70 1.68 0.65 -0.85
S 0.01 0.52 0.19 1.67
H -1.23 0.27 -1.74 0.41
H -1.75 -0.45 1.81 0.00



# 30
8
Properties=species:S:1:pos:R:3:nbo_charge:R:1 method="wB97M-V/def2-TZVPD" gap_ev=8.355 de_lowest_kcal_mol=35.6 charge=0 homo_energy_ev=-9.347 smiles="O=NNC(=S)S"
O 2.60 -0.51 0.00 -0.33
N 1.60 0.18 0.10 0.27
N 0.50 -0.61 0.00 -0.47
C -0.75 -0.04 0.05 -0.14
S -2.12 -0.92 0.01 -0.01
S -0.70 1.71 0.08 0.13
H 0.83 -1.52 -0.48 0.42
H -1.97 1.72 0.24 0.13



# 31
8
Properties=species:S:1:pos:R:3:nbo_charge:R:1 method="wB97M-V/def2-TZVPD" gap_ev="7.174 / 5.869" de_lowest_kcal_mol=33.5 charge=0 homo_energy_ev="-8.694 / -7.949"
C 0.26 -0.16 -0.31 0.21
N -0.91 0.38 0.06 -0.75
N 1.32 0.47 -0.02 -0.60
O -2.35 -1.58 0.60 -0.85
S 1.41 2.02 0.56 -0.02
S -2.34 -0.10 0.31 1.37
H 0.38 -1.20 -0.80 0.20
H 2.24 0.16 -0.40 0.43



# 32
7
Properties=species:S:1:pos:R:3:nbo_charge:R:1 method="wB97M-V/def2-TZVPD" gap_ev=8.005 de_lowest_kcal_mol=55.8 charge=0 homo_energy_ev=-9.014
C -0.37 0.97 -0.32 -1.01
N 1.69 -0.45 0.35 -0.48
N 0.77 -1.32 0.26 -0.43
P 1.31 1.17 -0.05 0.81
P -0.69 -0.76 -0.36 0.81
H -1.03 1.72 -0.51 0.25
H -1.67 -1.33 0.64 0.04



# 33
7
Properties=species:S:1:pos:R:3:nbo_charge:R:1 method="wB97M-V/def2-TZVPD" gap_ev="7.266 / 7.276" de_lowest_kcal_mol=34.2 charge=0 homo_energy_ev="-9.151 / -9.159" smiles="N=C=S.N=S"
N -0.62 1.00 0.13 -0.66
C -1.13 1.62 -0.74 0.22
S -2.06 2.43 -1.69 -0.02
H -0.18 0.07 0.19 0.44
N 1.21 -1.28 0.82 -0.79
S 0.91 -2.31 -0.28 0.45
H 1.87 -1.53 1.57 0.37



# 34
7
Properties=species:S:1:pos:R:3:nbo_charge:R:1 method="wB97M-V/def2-TZVPD" gap_ev="6.999 / 7.005" de_lowest_kcal_mol=47.4 charge=0 homo_energy_ev="-8.817 / -8.822" smiles="S=[NH+][S-].C#N"
S 2.11 1.40 0.11 0.10
N 1.57 -0.19 0.36 -0.75
S 2.26 -1.57 -0.08 0.21
H 0.92 -0.37 1.16 0.43
C -2.25 0.19 -0.56 0.09
N -1.52 0.37 0.28 -0.33
H -3.10 0.16 -1.26 0.24



# 35
9
Properties=species:S:1:pos:R:3:nbo_charge:R:1 method="wB97M-V/def2-TZVPD" gap_ev=8.532 de_lowest_kcal_mol=74.6 charge=-1 homo_energy_ev=-4.348
C -0.68 0.90 0.27 0.44
N -0.38 1.32 1.32 -0.43
N -1.11 0.54 -0.94 -0.88
N 1.03 -0.79 0.51 0.71
O 1.35 -0.20 -0.51 -0.56
O 0.05 -1.57 0.47 -0.59
O 1.71 -0.68 1.56 -0.52
H -0.65 0.95 -1.74 0.41
H -1.34 -0.48 -0.95 0.43



# 36
13
Properties=species:S:1:pos:R:3:nbo_charge:R:1 method="wB97M-V/def2-TZVPD" gap_ev=7.118 de_lowest_kcal_mol=5.1 charge=-2 homo_energy_ev=-0.792
C -1.22 1.91 -0.04 0.85
N -0.66 1.81 -1.12 -0.83
N -0.02 -0.36 0.66 -0.80
N 0.68 -0.44 1.69 0.59
O 0.06 -0.15 2.75 -0.64
O 1.21 0.21 -1.46 -1.17
O -0.73 -1.36 -1.47 -1.05
O -1.94 2.12 0.86 -0.60
O 1.87 -0.70 1.79 -0.54
O 1.41 -2.33 -0.58 -1.15
P 0.70 -1.01 -0.71 2.42
H -1.47 -0.86 -1.06 0.49
H 0.13 1.16 -1.31 0.44



# 37
8
Properties=species:S:1:pos:R:3:nbo_charge:R:1 method="wB97M-V/def2-TZVPD" gap_ev=10.465 de_lowest_kcal_mol=90.3 charge=0 homo_energy_ev=-10.046 smiles=Nc1nnon1
N 1.33 -0.07 -0.12 -0.79
C 0.06 -0.22 -0.14 0.41
N -0.53 1.07 -0.19 -0.31
N -1.82 0.73 -0.08 0.16
O -2.01 -0.45 0.06 -0.07
N -0.87 -1.17 -0.23 -0.24
H 2.02 -0.80 0.37 0.41
H 1.82 0.91 0.33 0.44



# 38
8
Properties=species:S:1:pos:R:3:nbo_charge:R:1 method="wB97M-V/def2-TZVPD" gap_ev=11.135 de_lowest_kcal_mol=63.4 charge=0 homo_energy_ev=-10.746 smiles=On1cnnn1
O 1.69 -0.03 -0.13 -0.49
N 0.38 -0.07 0.00 0.13
C -0.50 0.94 0.02 0.08
N -1.70 0.34 -0.06 -0.26
N -1.46 -0.96 -0.07 -0.08
N -0.18 -1.21 -0.01 -0.11
H 2.05 -0.96 0.29 0.51
H -0.28 1.95 -0.03 0.22



# 39
9
Properties=species:S:1:pos:R:3:nbo_charge:R:1 method="wB97M-V/def2-TZVPD" gap_ev=8.592 de_lowest_kcal_mol=137.9 charge=0 homo_energy_ev=-9.015 smiles="NN=C=N[N+](=O)[O-]"
N -0.21 -2.24 1.06 -0.62
N 0.34 -1.49 0.08 -0.34
C 0.24 -0.32 -0.30 0.65
N 0.22 0.78 -0.81 -0.45
N 0.00 2.19 -1.05 0.67
O -0.52 2.72 -0.08 -0.34
O 0.43 2.62 -2.09 -0.30
H 0.39 -2.67 1.69 0.37
H -0.89 -1.58 1.49 0.35



# 40
9
Properties=species:S:1:pos:R:3:nbo_charge:R:1 method="wB97M-V/def2-TZVPD" gap_ev=7.860 de_lowest_kcal_mol=41.1 charge=0 homo_energy_ev=-8.529
S -0.74 -2.58 0.07 0.18
N -0.52 -1.08 -0.69 -0.61
C -0.04 -0.06 -0.14 0.53
N 0.27 0.09 1.18 -0.21
N 0.94 1.17 1.30 0.06
N 1.03 1.77 0.02 -0.17
O 0.27 1.02 -0.87 -0.30
H -1.79 -3.06 -0.88 0.14
H 0.58 2.72 0.00 0.38